Record 1
Below is a 2-piece molecular cluster, CHCl3F2Si overall in a non-equilibrium geometry, with properties calculated with ωB97M-V/def2-TZVPD.

Geometry as XYZ:
```
8
Properties=species:S:1:pos:R:3:nbo_charge:R:1
C -2.66 -0.90 -0.52 -0.14
F 2.36 1.66 -0.22 -0.65
F 0.74 0.29 -1.34 -0.65
Si 1.59 0.25 0.00 1.92
Cl -2.39 -1.79 0.91 0.04
Cl 0.36 0.56 1.50 -0.37
Cl -2.44 0.72 -0.30 0.10
H 2.43 -0.78 -0.05 -0.26
```

Values from the calculation:
DFT total energy in Eh: -1908.56762
F_max in eV/Å: 5.35

Record 2
Below is C5H8NOPS as an isolated structure in a non-equilibrium geometry, with properties calculated with ωB97M-V/def2-TZVPD.

Geometry as XYZ:
```
17
Properties=species:S:1:pos:R:3:nbo_charge:R:1
C -0.18 -0.20 -0.23 -0.20
C 0.34 0.55 -1.19 -0.38
C -0.40 0.39 1.05 0.34
C -0.48 -1.67 -0.41 -0.63
C -0.82 -0.47 2.15 -0.65
N -0.16 1.64 1.23 -0.69
O 1.49 3.27 0.13 -0.88
P 0.86 0.32 -2.80 0.34
S 0.16 2.69 -0.01 1.39
H -0.44 -1.79 -1.50 0.22
H -1.41 -1.99 -0.15 0.21
H 0.40 -2.16 0.12 0.22
H 0.00 -1.03 2.40 0.24
H -1.63 -1.24 1.73 0.23
H -1.16 0.06 3.00 0.25
H 2.06 -0.11 -2.54 -0.03
H 1.37 1.76 -2.98 0.01
```

Values from the calculation:
DFT total energy in Eh: -1064.69586
F_max in eV/Å: 4.86

Record 3
Below is C24H34F5N2O6PdS2Te as an isolated structure in a non-equilibrium geometry, with properties calculated with ωB97M-V/def2-TZVPD.

Geometry as XYZ:
```
75
Properties=species:S:1:pos:R:3:lowdin_spin:R:1
Pd 3.85 3.05 0.10 1.56
C 8.36 0.33 -1.32 0.00
N 6.88 0.15 -1.13 0.00
C 6.17 -1.15 -1.28 0.00
C 6.17 1.15 -0.72 0.01
O 4.93 1.04 -0.48 0.11
C 6.79 2.51 -0.63 0.00
O 5.78 3.45 -0.98 0.04
C 5.63 3.68 -2.41 0.00
C 4.18 3.91 -2.67 0.01
O 3.44 4.00 -1.67 0.13
N 3.68 4.16 -3.88 0.01
C 2.20 4.33 -4.06 0.00
C 4.47 4.15 -5.16 0.00
H 8.84 0.82 -0.49 0.00
H 8.75 -0.69 -1.31 0.00
H 8.59 0.86 -2.25 0.00
H 6.75 -1.83 -1.92 0.00
H 6.09 -1.66 -0.35 0.00
H 5.14 -0.91 -1.66 0.00
H 7.11 2.76 0.36 0.00
H 7.73 2.65 -1.28 0.00
H 6.17 4.61 -2.72 0.00
H 6.00 2.79 -2.94 0.00
H 2.00 5.04 -4.88 0.00
H 1.79 3.38 -4.37 0.00
H 1.76 4.67 -3.10 0.00
H 4.08 3.39 -5.78 0.00
H 4.43 5.13 -5.68 0.00
H 5.50 3.90 -5.02 0.00
O -2.10 -1.90 2.06 0.26
S -2.52 -0.95 3.06 0.31
C -4.01 0.09 2.52 0.08
C -5.21 -0.71 1.96 0.02
C -5.66 -0.69 0.48 0.00
C -4.38 -0.77 -0.38 0.08
S -4.42 -1.24 -2.16 0.34
O -3.17 -0.83 -2.76 0.32
C -4.90 -2.87 -2.22 0.07
C -6.19 -3.26 -1.73 0.05
C -6.57 -4.60 -1.75 0.00
C -5.55 -5.53 -2.03 0.07
C -4.34 -5.15 -2.56 0.00
C -4.04 -3.83 -2.71 0.04
C -3.05 -1.72 4.51 0.09
C -3.51 -0.96 5.60 0.06
C -3.93 -1.60 6.75 0.00
C -3.87 -3.00 6.78 0.10
C -3.32 -3.76 5.76 0.01
C -2.91 -3.17 4.61 0.05
H -3.49 0.79 1.86 0.00
H -4.34 0.61 3.42 0.00
H -6.01 -0.34 2.55 0.00
H -5.05 -1.77 2.16 0.00
H -6.30 0.12 0.16 0.00
H -6.16 -1.64 0.42 0.00
H -3.72 -1.49 0.11 0.01
H -3.94 0.22 -0.52 0.00
H -6.94 -2.58 -1.43 0.00
H -7.51 -4.98 -1.45 0.00
H -5.81 -6.54 -1.89 0.00
H -3.57 -5.90 -2.85 0.00
H -3.09 -3.49 -3.19 0.00
H -3.46 0.17 5.53 0.00
H -4.33 -1.08 7.56 0.00
H -4.33 -3.52 7.63 0.00
H -3.35 -4.80 5.90 0.00
H -2.48 -3.74 3.77 0.00
F -0.90 2.30 0.94 0.01
Te 0.71 2.45 1.96 0.01
F 0.89 0.56 2.19 0.01
F 2.13 2.62 3.16 0.00
F -0.52 2.09 3.34 0.00
F 0.10 4.24 2.03 0.00
O 1.85 2.48 0.55 0.08
```

Values from the calculation:
DFT total energy in Eh: -3186.31226
F_max in eV/Å: 2.53
Net charge: +3
2S+1: 5

Record 4
Below is a 3-piece molecular cluster, C11H28I2O9P2 overall in a non-equilibrium geometry, with properties calculated with ωB97M-V/def2-TZVPD.

Geometry as XYZ:
```
52
Properties=species:S:1:pos:R:3:nbo_charge:R:1
C 1.87 -0.79 1.51 -0.66
C 0.99 0.49 0.96 -0.37
I 2.18 1.87 -0.32 0.14
C -0.19 -0.11 -0.06 -0.08
I -1.56 -1.51 0.94 0.13
O -0.85 0.96 -0.83 -0.75
P -2.15 1.72 0.04 2.37
O -2.23 3.23 -0.53 -1.02
O -1.91 1.87 1.76 -0.98
O -3.63 0.95 -0.44 -0.99
P -4.90 1.17 0.73 2.34
O -5.34 2.70 0.82 -1.00
O -6.33 0.32 0.09 -0.90
O -4.57 0.43 2.27 -0.96
H 3.01 -0.54 1.55 0.25
H 1.68 -1.67 0.74 0.21
H 1.44 -1.16 2.55 0.23
H 0.56 1.03 1.90 0.24
H 0.41 -0.76 -0.85 0.24
H -1.38 2.71 2.00 0.54
H -5.97 -0.60 -0.14 0.49
H -4.72 1.12 2.99 0.53
C 5.88 4.56 2.55 -0.64
C 5.27 3.18 2.71 -0.06
O 5.34 2.38 1.53 -0.54
C 6.65 2.10 1.03 -0.06
C 7.51 1.32 2.01 -0.64
H 5.43 5.09 1.70 0.21
H 5.73 5.15 3.46 0.22
H 6.96 4.51 2.36 0.20
H 4.21 3.29 2.95 0.19
H 5.72 2.65 3.56 0.16
H 7.14 3.02 0.71 0.16
H 6.51 1.49 0.13 0.19
H 7.73 1.91 2.91 0.20
H 8.47 1.06 1.55 0.22
H 7.01 0.40 2.33 0.21
C -4.93 -5.19 -4.09 -0.64
C -5.23 -4.31 -2.90 -0.06
O -4.09 -4.05 -2.08 -0.54
C -3.00 -3.38 -2.70 -0.07
C -3.35 -2.00 -3.22 -0.65
H -4.47 -6.13 -3.77 0.21
H -5.85 -5.42 -4.64 0.22
H -4.24 -4.71 -4.79 0.20
H -5.96 -4.81 -2.26 0.19
H -5.69 -3.36 -3.21 0.16
H -2.57 -4.00 -3.49 0.16
H -2.23 -3.27 -1.93 0.19
H -4.09 -2.05 -4.03 0.21
H -2.46 -1.50 -3.61 0.22
H -3.79 -1.38 -2.43 0.21
```

Values from the calculation:
DFT total energy in Eh: -2391.17566
F_max in eV/Å: 8.43
Structure (SMILES): C[C@@H](I)[C@@H](I)O[P@](=O)(O)OP(=O)(O)O.CCOCC.CCOCC

Record 5
Below is C38H41F5GeN4O3Zn as an isolated structure in a non-equilibrium geometry, with properties calculated with ωB97M-V/def2-TZVPD.

Geometry as XYZ:
```
93
Properties=species:S:1:pos:R:3:lowdin_charge:R:1
Zn -1.22 0.12 1.48 0.76
C -2.22 -1.77 5.25 -0.11
N -1.70 -0.51 4.75 -0.25
C -0.46 -0.26 5.42 -0.12
C -2.68 0.61 4.82 -0.18
C -2.39 1.73 3.86 -0.16
N -2.68 1.41 2.38 -0.27
C -2.48 2.70 1.68 -0.07
C -4.04 0.83 2.19 -0.05
H -2.42 -1.73 6.32 0.08
H -1.49 -2.56 5.08 0.07
H -3.11 -2.12 4.72 0.09
H -0.57 -0.42 6.56 0.11
H -0.07 0.70 5.15 0.06
H 0.35 -0.96 5.06 0.10
H -2.76 1.13 5.83 0.15
H -3.63 0.30 4.59 0.06
H -1.32 2.01 3.81 0.12
H -3.05 2.56 4.10 0.12
H -2.93 3.54 2.29 0.11
H -2.94 2.67 0.76 0.04
H -1.40 2.95 1.58 0.10
H -4.69 1.21 3.01 0.10
H -3.96 -0.25 2.29 0.07
H -4.43 1.10 1.25 0.07
O -2.90 1.19 -1.03 -0.03
C -1.68 1.46 -1.11 -0.61
O -0.79 1.07 -0.24 -0.11
C -1.09 2.34 -2.20 -0.15
C -0.61 1.43 -3.33 -0.25
Ge 1.04 0.39 -3.11 1.04
C 2.40 1.71 -2.64 -0.28
C 2.28 2.21 -1.34 -0.12
C 2.84 3.43 -0.99 -0.09
C 3.68 4.10 -1.88 -0.06
C 3.96 3.44 -3.11 -0.07
C 3.27 2.29 -3.49 -0.11
C 0.95 -1.10 -1.84 -0.26
C -0.08 -2.06 -1.87 -0.11
C 0.01 -3.28 -1.18 -0.08
C 1.24 -3.64 -0.58 -0.07
C 2.28 -2.72 -0.53 -0.09
C 2.11 -1.48 -1.16 -0.11
C 1.43 -0.37 -4.93 -0.24
C 1.18 0.49 -6.01 -0.15
C 1.39 0.15 -7.33 -0.10
C 1.76 -1.15 -7.64 -0.10
C 2.04 -2.01 -6.59 -0.11
C 1.91 -1.66 -5.25 -0.08
H -0.26 2.92 -1.81 0.10
H -1.89 3.01 -2.59 0.13
H -0.41 2.06 -4.18 0.05
H -1.43 0.76 -3.60 0.08
H 1.55 1.81 -0.67 0.08
H 2.52 3.88 -0.02 0.11
H 4.18 5.06 -1.61 0.12
H 4.72 3.87 -3.73 0.09
H 3.47 1.89 -4.49 0.10
H -0.98 -1.86 -2.41 0.09
H -0.87 -3.94 -1.14 0.10
H 1.38 -4.56 -0.02 0.10
H 3.17 -2.86 0.04 0.09
H 2.94 -0.75 -1.06 0.11
H 0.98 1.58 -5.81 0.11
H 1.26 0.93 -8.12 0.11
H 1.81 -1.50 -8.70 0.11
H 2.41 -2.98 -6.87 0.09
H 2.11 -2.41 -4.48 0.10
F 5.39 1.24 1.01 0.08
C 4.09 1.11 1.44 -0.13
C 3.37 2.25 1.82 -0.16
F 3.93 3.46 1.77 0.11
C 2.02 2.13 2.14 -0.17
F 1.35 3.26 2.30 0.12
C 1.41 0.88 2.28 -0.28
O 0.15 0.76 2.60 -0.15
C 2.21 -0.24 2.02 -0.10
F 1.56 -1.45 2.17 0.06
C 3.52 -0.12 1.55 -0.17
F 4.25 -1.20 1.25 0.11
N -3.06 -1.51 -0.34 0.19
C -2.56 -2.38 0.51 -0.42
C -2.94 -3.73 0.48 -0.03
C -2.52 -4.57 1.46 -0.05
C -1.55 -4.10 2.37 -0.07
C -1.17 -2.79 2.28 -0.14
N -1.70 -1.92 1.40 0.09
H -3.79 -1.78 -0.99 0.13
H -2.88 -0.53 -0.38 0.03
H -3.63 -4.01 -0.26 0.10
H -2.88 -5.61 1.45 0.12
H -1.19 -4.75 3.14 0.10
H -0.38 -2.49 2.95 0.10
```

Values from the calculation:
DFT total energy in Eh: -6272.96542
F_max in eV/Å: 3.49

Record 6
Below is a 2-piece molecular cluster, C3H9S2 overall in a non-equilibrium geometry, with properties calculated with ωB97M-V/def2-TZVPD.

Geometry as XYZ:
```
14
Properties=species:S:1:pos:R:3:nbo_charge:R:1
C 2.21 0.30 -0.54 -0.77
S 2.59 -0.38 1.25 -0.74
H 1.27 0.53 -1.08 0.17
H 2.97 -0.05 -1.34 0.17
H 2.51 1.32 -0.31 0.19
C -0.63 0.77 0.83 -0.81
S -2.21 0.21 0.81 0.17
C -1.97 -1.20 -0.43 -0.76
H 0.10 0.04 0.99 0.27
H -0.43 1.30 -0.19 0.19
H -0.51 1.56 1.65 0.23
H -1.22 -1.97 0.13 0.24
H -1.65 -0.77 -1.43 0.22
H -3.03 -1.67 -0.33 0.21
```

Values from the calculation:
DFT total energy in Eh: -916.02722
F_max in eV/Å: 4.82
Net charge: -1

DFT total energy of number 1 (CHCl3F2Si)? -1908.56762 Eh

Which of these has the highest DFT total energy? C3H9S2